Run i
The following is a quantum chemistry calculation of a cluster of 2 separate species, C6H10N in total, from the OMol25 dataset.

The value obtained for the gap between HOMO and LUMO (alpha / beta) is 6.66 / 6.69 eV. The spin multiplicity is 3. The total charge is +1. The HOMO energy (alpha / beta) is -10.20 / -13.50 eV.

Each line ends with the Löwdin spin population.
CARTESIAN COORDINATES (ANGSTROEM)
C1 -0.849 -1.813 0.742  0.288
C2 -0.339 1.660 -1.766  0.067
C3 0.427 1.540 -0.666  0.624
C4 -1.713 -2.620 1.489  0.066
C5 1.346 2.287 0.266  0.098
C6 0.825 -0.598 -0.621  0.565
N1 -0.206 -1.104 0.087  0.125
H1 -0.721 0.742 -2.293  0.021
H2 -0.778 2.536 -2.145  0.025
H3 -2.508 -3.238 1.099  0.001
H4 -0.951 -3.261 1.735  0.014
H5 -2.003 -2.176 2.446  0.022
H6 1.160 2.087 1.328  0.001
H7 1.351 3.375 0.022  0.035
H8 2.418 1.993 0.019  0.009
H9 1.810 -0.702 -0.014  0.017
H10 0.731 -0.709 -1.727  0.021

Run ii
The following is a quantum chemistry calculation of a structure of composition C6H10N, from the OMol25 dataset.

The value obtained for the gap between HOMO and LUMO (alpha / beta) is 7.57 / 7.31 eV. The spin multiplicity is 3. The total charge is +1. The HOMO energy (alpha / beta) is -11.03 / -13.65 eV.

Each line ends with the Löwdin spin population.
CARTESIAN COORDINATES (ANGSTROEM)
C1 -0.483 -0.504 0.768  0.715
C2 -0.396 -0.175 -0.757  0.643
C3 -1.692 -0.512 -0.125  0.158
C4 0.768 -0.195 -0.018  0.156
C5 -2.734 0.543 -0.066  0.050
C6 1.803 1.340 0.446  0.138
N1 1.888 -1.334 -0.262  0.075
H1 -2.083 -1.539 -0.174  0.034
H2 -2.532 1.450 0.457  0.002
H3 -3.489 0.211 0.526  0.002
H4 -3.110 0.652 -1.072  0.000
H5 2.759 1.290 -0.145  0.011
H6 1.944 1.601 1.497  0.005
H7 1.071 2.025 -0.014  0.002
H8 2.739 -0.828 -0.450  0.001
H9 1.684 -1.894 -1.049  0.002
H10 1.861 -2.131 0.436  0.004

Run iii
The following is a quantum chemistry calculation of the ion C6H10N with charge +1, from the OMol25 dataset.

The value obtained for the gap between HOMO and LUMO (alpha / beta) is 8.04 / 7.36 eV. The spin multiplicity is 3. The total charge is +1. The HOMO energy (alpha / beta) is -12.39 / -16.41 eV.

Each line ends with the Löwdin spin population.
CARTESIAN COORDINATES (ANGSTROEM)
C1 1.918 -0.781 -0.110  0.051
C2 0.602 -1.522 -0.243  0.165
C3 0.460 0.780 0.499  0.164
C4 -0.384 -0.551 0.170  0.680
C5 0.023 1.986 -0.338  0.031
C6 -1.808 -0.678 0.260  0.125
N1 1.810 0.410 0.273  0.609
H1 2.872 -1.227 -0.330  0.014
H2 0.432 -1.846 -1.279  0.030
H3 0.562 -2.458 0.329  0.026
H4 0.324 1.030 1.558  0.022
H5 -0.994 2.282 -0.098  0.000
H6 0.101 1.763 -1.397  0.001
H7 0.699 2.808 -0.116  0.006
H8 -2.183 -0.268 1.203  0.026
H9 -2.161 -1.698 0.114  0.013
H10 -2.272 -0.030 -0.496  0.036

Most stable structure, least stable structure: run iii, run ii.

Run i
The following is a quantum chemistry calculation of a cluster of 3 separate species, C2H10NO3 in total, from the OMol25 dataset.

The value obtained for the gap between HOMO and LUMO is 8.36 eV. The total charge is -1. The HOMO energy is -4.16 eV.

Each line ends with the Löwdin charge.
CARTESIAN COORDINATES (ANGSTROEM)
C1 1.911 -0.090 -1.059  -0.158
N1 0.553 -0.653 -1.291  -0.109
C2 -0.500 0.093 -0.496  -0.386
O1 -0.526 0.010 0.953  -0.335
H1 2.305 -0.056 0.027  0.098
H2 2.665 -0.521 -1.666  0.034
H3 1.827 0.882 -1.434  0.033
H4 0.384 -1.520 -0.796  0.049
H5 -0.343 1.190 -0.773  0.090
H6 -1.526 -0.141 -0.876  0.100
H7 -1.456 2.509 2.169  -0.020
H8 -0.783 1.939 0.996  0.032
O2 -1.419 2.709 1.259  -0.124
H9 -0.570 -1.330 1.095  -0.035
H10 -1.758 -2.585 0.852  0.020
O3 -0.763 -2.439 1.039  -0.289

Run ii
The following is a quantum chemistry calculation of a cluster of 3 separate species, C2H10NO3 in total, from the OMol25 dataset.

The value obtained for the gap between HOMO and LUMO is 8.16 eV. The total charge is -1. The HOMO energy is -3.88 eV.

Each line ends with the Löwdin charge.
CARTESIAN COORDINATES (ANGSTROEM)
C1 0.530 0.950 -0.002  -0.463
O1 -0.601 0.464 0.490  -0.306
C2 1.359 0.141 -1.032  -0.289
N1 0.470 -0.506 -2.034  -0.018
H1 0.337 1.894 -0.592  0.090
H2 1.301 1.102 0.845  0.102
H3 2.072 0.795 -1.496  0.070
H4 1.974 -0.694 -0.636  0.094
H5 -0.091 -1.251 -1.652  0.023
H6 0.017 0.269 -2.500  0.047
H7 -0.857 0.260 2.127  -0.019
H8 -0.531 0.886 3.328  0.013
O2 -0.818 -0.016 3.091  -0.149
H9 -2.042 -1.943 0.462  0.003
H10 -1.285 -0.783 0.004  -0.017
O3 -1.835 -1.569 -0.404  -0.180

Run iii
The following is a quantum chemistry calculation of a cluster of 3 separate species, C2H10NO3 in total, from the OMol25 dataset.

The value obtained for the gap between HOMO and LUMO is 8.10 eV. The total charge is -1. The HOMO energy is -3.90 eV.

Each line ends with the Löwdin charge.
CARTESIAN COORDINATES (ANGSTROEM)
C1 -0.746 -2.254 -0.386  -0.184
N1 -1.192 -0.866 -0.244  -0.125
C2 -0.310 -0.118 0.694  -0.489
O1 0.810 0.372 0.135  -0.300
H1 0.342 -2.324 -0.522  0.070
H2 -1.214 -2.710 -1.265  0.059
H3 -1.051 -2.812 0.495  0.055
H4 -1.053 -0.461 -1.160  0.065
H5 -0.068 -0.856 1.491  0.098
H6 -0.943 0.660 1.159  0.093
H7 2.059 2.770 1.414  0.005
H8 1.256 1.495 1.337  -0.020
O2 1.675 2.112 2.002  -0.134
H9 0.560 1.215 -1.171  -0.018
H10 -0.543 1.914 -2.018  -0.010
O3 0.417 1.863 -1.962  -0.167

Most stable structure, least stable structure: run iii, run i.

Run i
The following is a quantum chemistry calculation of an isolated molecule of C20H26N2O4S, from the OMol25 dataset.

The value obtained for the gap between HOMO and LUMO is 8.88 eV. The HOMO energy is -8.28 eV. The SMILES is Cc1ccc(S(=O)(=O)N2CCN(C[C@H](O)COc3ccccc3)CC2)cc1.

Each line ends with the Löwdin charge.
CARTESIAN COORDINATES (ANGSTROEM)
C1 4.230 -6.218 -1.838  -0.047
C2 3.376 -5.037 -1.499  -0.269
C3 3.900 -3.748 -1.555  -0.028
C4 3.109 -2.651 -1.266  -0.049
C5 1.785 -2.842 -0.921  -0.272
S1 0.792 -1.410 -0.523  0.716
O1 1.014 -0.398 -1.514  -0.274
O2 -0.561 -1.859 -0.315  -0.286
N1 1.559 -0.946 0.901  -0.234
C6 0.951 -1.528 2.074  -0.162
C7 -0.392 -0.839 2.405  -0.163
N2 -0.514 0.350 1.592  -0.183
C8 -1.798 1.021 1.674  -0.111
C9 -2.522 1.000 0.311  -0.342
O3 -2.902 -0.291 -0.069  -0.017
C10 -1.646 1.652 -0.778  -0.129
O4 -1.216 2.952 -0.430  -0.053
C11 -2.078 4.003 -0.521  -0.264
C12 -1.573 5.228 -0.078  -0.013
C13 -2.347 6.368 -0.134  -0.092
C14 -3.639 6.312 -0.633  -0.108
C15 -4.141 5.102 -1.075  -0.087
C16 -3.375 3.950 -1.022  -0.024
C17 0.651 1.194 1.722  -0.144
C18 1.833 0.469 1.045  -0.160
C19 1.243 -4.111 -0.860  -0.049
C20 2.040 -5.205 -1.149  -0.029
H1 4.201 -6.397 -2.913  0.088
H2 3.872 -7.115 -1.338  0.078
H3 5.266 -6.043 -1.556  0.079
H4 4.935 -3.607 -1.829  0.115
H5 3.496 -1.646 -1.311  0.117
H6 0.805 -2.589 1.871  0.117
H7 1.661 -1.424 2.900  0.128
H8 -0.432 -0.605 3.487  0.125
H9 -1.222 -1.502 2.158  0.118
H10 -1.675 2.063 1.989  0.128
H11 -2.442 0.521 2.405  0.130
H12 -3.457 1.564 0.423  0.142
H13 -2.100 -0.837 -0.168  0.046
H14 -2.182 1.650 -1.733  0.135
H15 -0.732 1.064 -0.898  0.105
H16 -0.564 5.256 0.304  0.114
H17 -1.940 7.306 0.214  0.102
H18 -4.246 7.203 -0.676  0.097
H19 -5.146 5.046 -1.467  0.103
H20 -3.797 3.022 -1.375  0.106
H21 0.886 1.396 2.785  0.126
H22 0.461 2.142 1.220  0.115
H23 1.994 0.850 0.038  0.108
H24 2.754 0.584 1.625  0.124
H25 0.203 -4.222 -0.596  0.113
H26 1.622 -6.200 -1.105  0.115

Run ii
The following is a quantum chemistry calculation of an isolated molecule of C20H26N2O4S, from the OMol25 dataset.

The value obtained for the gap between HOMO and LUMO is 8.67 eV. The HOMO energy is -8.35 eV. The SMILES is CCOC(=O)[C@]1(CCC(C)C)C[C@@H](CSc2nc3ccccc3[nH]2)OC1=O.

Each line ends with the Löwdin charge.
CARTESIAN COORDINATES (ANGSTROEM)
C1 -2.630 -4.598 -0.450  -0.054
C2 -2.059 -3.599 -1.445  -0.201
O1 -1.505 -2.466 -0.771  0.004
C3 -2.356 -1.508 -0.398  -0.432
O2 -3.527 -1.500 -0.658  0.148
C4 -1.637 -0.455 0.444  -0.239
C5 -2.560 0.736 0.741  -0.105
C6 -2.975 1.509 -0.510  -0.171
C7 -3.709 2.815 -0.186  -0.438
C8 -5.040 2.553 0.516  -0.073
C9 -3.945 3.602 -1.474  -0.084
C10 -0.251 -0.084 -0.086  -0.049
C11 0.712 -0.394 1.071  -0.327
C12 1.209 0.860 1.794  -0.383
S1 2.071 2.004 0.683  0.995
C13 3.528 1.099 0.395  -0.653
N1 3.758 -0.108 0.822  0.119
C14 5.019 -0.415 0.367  -0.227
C15 5.770 -1.572 0.528  -0.016
C16 7.023 -1.603 -0.049  -0.099
C17 7.528 -0.520 -0.769  -0.100
C18 6.796 0.640 -0.942  -0.028
C19 5.539 0.677 -0.366  -0.200
N2 4.553 1.636 -0.330  0.111
O3 -0.015 -1.172 2.012  0.091
C20 -1.325 -1.179 1.769  -0.427
O4 -2.123 -1.686 2.499  0.165
H1 -1.863 -4.904 0.257  0.081
H2 -2.998 -5.472 -0.979  0.078
H3 -3.451 -4.145 0.101  0.080
H4 -1.227 -4.028 -2.006  0.124
H5 -2.838 -3.255 -2.132  0.123
H6 -2.048 1.410 1.434  0.132
H7 -3.445 0.343 1.240  0.126
H8 -3.621 0.878 -1.119  0.117
H9 -2.089 1.752 -1.102  0.114
H10 -3.076 3.417 0.477  0.133
H11 -5.581 3.486 0.655  0.075
H12 -5.654 1.884 -0.082  0.087
H13 -4.888 2.102 1.492  0.071
H14 -3.003 3.820 -1.972  0.073
H15 -4.445 4.543 -1.260  0.074
H16 -4.570 3.028 -2.155  0.081
H17 0.004 -0.678 -0.962  0.132
H18 -0.196 0.971 -0.354  0.088
H19 1.583 -0.980 0.760  0.134
H20 1.900 0.583 2.589  0.091
H21 0.372 1.424 2.207  0.088
H22 5.378 -2.407 1.086  0.110
H23 7.633 -2.487 0.058  0.099
H24 8.514 -0.591 -1.202  0.099
H25 7.187 1.478 -1.499  0.107
H26 4.574 2.554 -0.740  0.154

Run iii
The following is a quantum chemistry calculation of an isolated molecule of C20H26N2O4S, from the OMol25 dataset.

The value obtained for the gap between HOMO and LUMO is 9.37 eV. The HOMO energy is -8.85 eV. The SMILES is CCCN(CCC)S(=O)(=O)c1ccc(NC(=O)COc2ccccc2)cc1.

Each line ends with the Löwdin charge.
CARTESIAN COORDINATES (ANGSTROEM)
C1 3.439 3.202 3.650  -0.101
C2 3.800 3.206 2.170  -0.240
C3 3.126 2.042 1.440  -0.216
N1 3.322 2.025 0.008  -0.249
C4 4.652 1.868 -0.541  -0.207
C5 5.186 0.436 -0.390  -0.225
C6 6.119 0.262 0.804  -0.109
S1 2.245 2.997 -0.823  0.683
O1 2.654 3.027 -2.198  -0.286
O2 2.021 4.250 -0.157  -0.282
C7 0.761 2.007 -0.684  -0.284
C8 0.729 0.786 -1.332  -0.050
C9 -0.400 -0.002 -1.240  -0.003
C10 -1.499 0.430 -0.494  -0.200
N2 -2.612 -0.407 -0.438  0.145
C11 -3.776 -0.238 0.233  -0.430
O3 -4.068 0.700 0.939  0.084
C12 -4.762 -1.392 0.025  -0.096
O4 -4.211 -2.383 -0.809  -0.063
C13 -4.966 -3.489 -1.108  -0.256
C14 -4.357 -4.423 -1.944  -0.011
C15 -5.029 -5.571 -2.308  -0.083
C16 -6.314 -5.805 -1.844  -0.098
C17 -6.917 -4.878 -1.015  -0.082
C18 -6.253 -3.720 -0.642  -0.024
C19 -1.455 1.664 0.154  0.015
C20 -0.320 2.449 0.052  -0.043
H1 3.927 4.027 4.161  0.071
H2 3.753 2.272 4.121  0.071
H3 2.364 3.306 3.780  0.074
H4 4.884 3.131 2.062  0.102
H5 3.469 4.135 1.706  0.098
H6 3.468 1.085 1.847  0.121
H7 2.045 2.103 1.591  0.115
H8 5.357 2.581 -0.098  0.121
H9 4.541 2.117 -1.597  0.105
H10 5.733 0.169 -1.296  0.105
H11 4.337 -0.243 -0.303  0.109
H12 5.618 0.500 1.738  0.057
H13 6.473 -0.765 0.858  0.070
H14 6.984 0.914 0.705  0.074
H15 1.588 0.480 -1.908  0.118
H16 -0.440 -0.956 -1.746  0.115
H17 -2.548 -1.266 -0.973  0.139
H18 -5.677 -0.967 -0.410  0.147
H19 -5.011 -1.795 1.016  0.146
H20 -3.357 -4.227 -2.298  0.115
H21 -4.548 -6.288 -2.956  0.105
H22 -6.840 -6.704 -2.127  0.100
H23 -7.918 -5.050 -0.648  0.106
H24 -6.749 -3.014 0.005  0.104
H25 -2.306 1.995 0.726  0.104
H26 -0.262 3.412 0.533  0.117

Most stable structure, least stable structure: run ii, run i.

Run i
The following is a quantum chemistry calculation of the ion C3H6NO2 with charge -1, from the OMol25 dataset.

The value obtained for the gap between HOMO and LUMO is 6.92 eV. The total charge is -1. The HOMO energy is -2.75 eV. The SMILES is O=CCNC[O-].

Each line ends with the Löwdin charge.
CARTESIAN COORDINATES (ANGSTROEM)
O1 -0.906 -0.515 2.623  -0.014
C1 -0.741 -0.065 1.499  -0.255
C2 -0.062 -0.860 0.469  -0.262
N1 -0.323 -0.348 -0.866  -0.094
C3 0.464 0.943 -1.093  -0.559
O2 1.765 0.782 -0.810  -0.347
H1 -1.121 0.931 1.291  0.106
H2 -0.386 -1.896 0.599  0.111
H3 1.041 -0.899 0.582  0.115
H4 0.079 -0.974 -1.553  0.070
H5 -0.159 1.693 -0.570  0.059
H6 0.348 1.207 -2.171  0.070

Run ii
The following is a quantum chemistry calculation of a cluster of 2 separate species, C3H6NO2 in total, from the OMol25 dataset.

The value obtained for the gap between HOMO and LUMO is 8.14 eV. The total charge is -1. The HOMO energy is -4.16 eV.

Each line ends with the Löwdin charge.
CARTESIAN COORDINATES (ANGSTROEM)
C1 -1.141 1.793 1.441  -0.090
C2 -0.611 1.174 0.375  -0.314
N1 -0.440 -0.184 0.247  0.054
H1 -1.297 1.319 2.409  0.023
H2 -1.596 2.760 1.311  0.008
H3 -0.424 1.772 -0.508  0.098
H4 -1.006 -0.715 0.877  0.076
H5 -0.116 -0.637 -0.626  0.034
O1 2.223 -2.907 -1.605  -0.132
C3 1.639 -1.824 -1.408  -0.693
O2 0.832 -1.157 -2.096  -0.148
H6 1.937 -1.393 -0.418  0.085

Run iii
The following is a quantum chemistry calculation of a cluster of 2 separate species, C3H6NO2 in total, from the OMol25 dataset.

The value obtained for the gap between HOMO and LUMO is 8.29 eV. The total charge is -1. The HOMO energy is -4.08 eV.

Each line ends with the Löwdin charge.
CARTESIAN COORDINATES (ANGSTROEM)
C1 -1.509 -0.268 -1.579  -0.066
C2 -0.634 -0.424 -0.577  -0.295
N1 0.197 -1.535 -0.417  0.039
H1 -1.958 -1.033 -2.208  0.017
H2 -2.025 0.682 -1.681  0.020
H3 -0.379 0.414 0.057  0.064
H4 -0.296 -2.403 -0.540  0.065
H5 0.833 -1.451 0.361  0.072
O1 1.689 1.503 0.397  -0.134
C3 1.441 1.506 1.614  -0.702
O2 0.416 1.129 2.231  -0.160
H6 2.225 1.880 2.343  0.080

Most stable structure, least stable structure: run ii, run i.